(1)
21
Properties=species:S:1:pos:R:3 method="wB97M-V/def2-TZVPD" homo_ev=-12.6 de_lowest_kcal_mol=51.3 mol_weight_g_mol=146.24 spin_multiplicity=1 lumo_ev=-3.513 total_charge=+1 largest_force_ha_per_bohr=0.0796
H -3.238 -0.290 1.062
H -0.696 0.138 -1.779
H 3.744 -0.799 0.012
C -1.043 0.078 0.422
H 2.104 1.856 -1.199
N -1.421 -0.170 -1.109
C -2.113 -0.647 1.229
H 2.028 -1.215 1.187
H -2.211 0.450 -1.290
N 1.384 -0.589 0.742
H 3.847 0.667 -1.000
H -2.207 -1.726 0.989
S -1.071 1.822 0.620
C 0.331 2.200 -0.255
H 0.312 3.140 -0.853
H -2.210 -0.564 2.273
C 1.372 1.388 -0.626
C 1.926 0.158 -0.128
H -1.746 -1.185 -1.390
N 3.222 0.011 -0.485
H -0.031 -0.464 0.519

(2)
21
Properties=species:S:1:pos:R:3 method="wB97M-V/def2-TZVPD" homo_ev=-8.2 de_lowest_kcal_mol=91.4 mol_weight_g_mol=128.18 spin_multiplicity=1 lumo_ev=0.786 largest_force_ha_per_bohr=0.1389
H 1.629 1.749 -0.561
H -2.454 -0.607 -0.423
C 0.960 -1.305 -0.378
H 2.168 -2.889 0.061
C 1.484 1.220 0.385
C 0.621 -1.670 -1.620
C -0.868 0.098 0.554
H 1.267 1.958 1.161
H -1.667 -1.748 0.525
N -1.329 1.678 1.025
H 2.419 0.717 0.646
C 0.379 0.241 0.247
N -1.898 -0.768 0.411
H 0.022 -1.026 -2.256
N 1.858 -1.985 0.409
H 1.110 -2.498 -2.131
H -1.239 3.112 -0.348
H -2.144 1.824 -0.815
H 1.631 -1.983 1.397
N -1.906 2.418 -0.015
H -2.043 1.464 1.725

(3)
21
Properties=species:S:1:pos:R:3 method="wB97M-V/def2-TZVPD" homo_ev=-8.5 de_lowest_kcal_mol=33.6 mol_weight_g_mol=128.18 spin_multiplicity=1 lumo_ev=0.815 largest_force_ha_per_bohr=0.0334
H -0.146 -1.532 1.031
H 1.221 1.827 0.701
N -1.041 0.297 -0.661
H -1.880 -1.819 1.364
N 0.654 0.984 0.811
H 2.931 -0.170 -0.272
H -1.057 -1.454 -1.890
H -1.689 0.712 0.042
H -0.254 1.852 2.539
H -1.401 0.057 -2.709
N -1.084 0.044 2.190
C 2.548 0.437 -1.144
H 2.713 1.559 -1.119
H -0.773 -1.961 2.711
H 3.173 0.000 -1.948
H -2.638 -0.607 -1.665
C 0.316 0.463 -0.451
C -0.933 -1.361 1.758
C -1.554 -0.472 -1.779
N 1.149 0.201 -1.380
C -0.254 0.942 1.870

(4)
21
Properties=species:S:1:pos:R:3 method="wB97M-V/def2-TZVPD" homo_ev="-13.2 / -15.9" de_lowest_kcal_mol=51.0 mol_weight_g_mol=128.18 spin_multiplicity=3 lumo_ev="-9.112 / -10.252" total_charge=+2 largest_force_ha_per_bohr=0.1333
C 11.123 -1.325 0.359
N -5.073 0.263 -0.124
H 10.751 -0.709 -1.644
H 11.626 -2.250 0.069
C 10.649 -0.395 -0.603
H -4.470 1.991 -0.049
C -6.627 2.058 0.620
H -6.469 1.650 1.623
H -6.492 -1.025 0.571
H -5.851 1.748 -1.270
H -7.548 1.613 0.129
N -3.356 -1.492 -0.280
H 9.669 0.019 -0.426
N -4.543 -1.957 0.071
H 11.443 0.342 -0.356
H 10.811 -1.089 1.378
N -3.209 -0.385 -0.533
H -4.691 -2.912 0.208
C -5.479 1.657 -0.259
H -6.807 3.099 0.402
C -5.454 -0.903 0.114

(5)
22
Properties=species:S:1:pos:R:3 method="wB97M-V/def2-TZVPD" homo_ev=-8.3 de_lowest_kcal_mol=76.6 mol_weight_g_mol=144.18 spin_multiplicity=1 lumo_ev=0.801 largest_force_ha_per_bohr=0.0452
H -2.115 -0.479 2.188
C -0.935 -0.795 0.421
H 2.559 -0.531 0.926
N -0.810 -0.165 -1.005
N 0.443 2.108 -0.647
C 0.779 0.861 -0.609
N 0.610 0.132 0.841
H 2.701 0.939 -1.260
O -0.780 -2.025 0.451
C 1.605 -0.775 1.395
H 0.456 0.888 1.504
H -1.278 0.355 -2.909
N 1.857 0.401 -1.399
H 2.032 -0.592 -1.280
H 1.790 -0.856 2.467
C -1.605 -0.085 -1.969
H -3.039 -0.451 0.641
H 1.428 -1.817 1.133
H 1.043 2.671 -1.240
H -2.591 -0.548 -1.945
H -2.033 0.928 1.150
C -2.117 -0.162 1.146

(6)
22
Properties=species:S:1:pos:R:3 method="wB97M-V/def2-TZVPD" homo_ev="-7.5 / -7.5" de_lowest_kcal_mol=112.1 mol_weight_g_mol=144.18 spin_multiplicity=1 lumo_ev="0.397 / 0.397" largest_force_ha_per_bohr=0.1062
H -0.753 -1.865 -1.405
H -1.926 -0.620 1.840
C -1.953 0.259 1.084
H 1.043 2.736 -0.719
N 0.594 -1.498 0.204
H 1.638 -1.618 0.197
H -2.300 -1.961 -0.347
O 4.354 -0.544 -0.080
N 3.028 -0.439 0.124
N 0.188 -0.153 0.001
H -3.028 0.284 1.060
C -1.283 0.023 -0.219
H -0.497 2.102 -0.274
N 0.484 2.060 -0.289
C 2.451 0.708 0.009
C 1.033 0.846 -0.131
C -1.610 -1.289 -0.993
H 0.274 -1.736 1.129
H -2.052 -0.876 -1.888
H -1.507 1.242 1.538
H 3.205 1.478 0.094
H -1.384 0.860 -0.937